## P
This record from OMol25 describes the molecule C7H17N. The level of theory is ωB97M-V with the def2-TZVPD basis set.

The geometry in XYZ format:
```
25
C7H17N | OMol25 | ωB97M-V with the def2-TZVPD basis set
C 1.27792 -0.41064 1.02572
C 1.69854 -1.83207 1.24548
C 0.47090 -2.57982 1.90381
C -0.14466 -0.41659 0.28527
N -0.25551 0.79002 -0.63464
C -1.61082 1.16017 -0.99603
C -1.84508 2.71034 -0.90983
C 0.52129 0.63138 -1.86166
H 1.12556 0.01257 2.11404
H 2.02208 0.08196 0.26411
H 1.88489 -2.24353 0.19452
H 2.58427 -2.13566 1.86436
H 0.60486 -2.97554 2.87020
H -0.34164 -1.86855 2.11468
H 0.26019 -3.49994 1.35654
H -0.24768 -1.37132 -0.30281
H -0.86553 -0.36710 1.18162
H -2.00084 1.07031 -1.96704
H -2.39611 0.84096 -0.14491
H -2.81124 3.04059 -1.15054
H -1.44976 2.97808 0.12950
H -1.18968 3.34170 -1.61241
H 1.59742 0.43568 -1.62053
H 0.03397 -0.01790 -2.61629
H 0.76926 1.57087 -2.38908
```

**Net charge**: 0
**Gap between HOMO and LUMO**: 9.60 eV
**Structure (SMILES)**: CCCCN(C)CC
**E_HOMO**: -8.5 eV

In elementary charge units, the Löwdin charges are:
1. C -0.23
2. C -0.28
3. C -0.12
4. C -0.19
5. N -0.22
6. C -0.29
7. C -0.12
8. C -0.12
9. H 0.14
10. H 0.12
11. H 0.12
12. H 0.11
13. H 0.04
14. H 0.05
15. H 0.07
16. H 0.12
17. H 0.12
18. H 0.07
19. H 0.15
20. H 0.03
21. H 0.09
22. H 0.08
23. H 0.08
24. H 0.09
25. H 0.08

=====

## Q
This record from OMol25 describes the molecule C7H17N. The level of theory is ωB97M-V with the def2-TZVPD basis set.

The geometry in XYZ format:
```
25
C7H17N | OMol25 | ωB97M-V with the def2-TZVPD basis set
C -0.18945 0.63341 0.87950
C 0.82288 1.29778 -0.05873
C 0.17570 2.04320 -1.23362
C -0.29947 3.44196 -0.83592
C -0.78576 -0.65763 0.29892
N 0.18098 -1.74189 0.32168
C 0.17360 -2.46947 1.56364
C 0.14475 -2.57973 -0.86210
H 0.30862 0.36302 1.80928
H -0.99199 1.33128 1.13908
H 1.48246 0.52344 -0.45300
H 1.43604 1.97058 0.53145
H -0.67184 1.48087 -1.62904
H 0.92900 2.14647 -2.00987
H -0.95249 3.39294 0.03826
H 0.56223 4.06793 -0.63740
H -0.89467 3.88651 -1.63380
H -1.09799 -0.47274 -0.73348
H -1.71260 -0.89697 0.83699
H 0.79185 -2.03870 2.33750
H 0.56595 -3.48326 1.45878
H -0.80767 -2.59015 2.05577
H -0.86433 -2.72988 -1.28153
H 0.51160 -3.57641 -0.64684
H 0.74692 -2.17766 -1.67798
```

**Net charge**: 0
**Gap between HOMO and LUMO**: 9.45 eV
**Structure (SMILES)**: CCCCCN(C)C
**E_HOMO**: -8.3 eV

In elementary charge units, the Löwdin charges are:
1. C -0.19
2. C -0.22
3. C -0.26
4. C -0.11
5. C -0.23
6. N -0.26
7. C -0.12
8. C -0.10
9. H 0.10
10. H 0.10
11. H 0.10
12. H 0.10
13. H 0.10
14. H 0.10
15. H 0.07
16. H 0.07
17. H 0.07
18. H 0.10
19. H 0.11
20. H 0.07
21. H 0.08
22. H 0.08
23. H 0.08
24. H 0.07
25. H 0.08

=====

Which is most stable? The ranking, best first, is Q, P.

=====

## P
This record from OMol25 describes the molecule C9H12N2. The level of theory is ωB97M-V with the def2-TZVPD basis set.

The geometry in XYZ format:
```
23
C9H12N2 | OMol25 | ωB97M-V with the def2-TZVPD basis set
C -0.40002 2.13402 -0.24400
C -2.48160 0.80926 0.24464
C -3.34446 -0.23342 0.18012
C -2.77165 -1.67696 -0.01054
C -1.46745 -1.64595 -0.48282
C -0.50264 -0.53929 -0.22809
C 1.84189 -0.21516 0.36468
C 3.11130 -1.08863 0.49033
C 3.07311 0.21083 -0.37852
H -0.40300 2.79076 0.80252
H 0.69458 2.00231 -0.48892
H -0.97477 2.47533 -1.13713
H -2.99004 1.84234 0.33147
H -4.39687 -0.16236 0.62719
H -3.34658 -2.60088 0.09436
H -0.87060 -2.75383 -0.31701
H 1.73482 0.49644 1.17539
H 3.26042 -1.96093 -0.05655
H 3.90846 -0.81067 1.25623
H 2.87973 -0.09995 -1.43962
H 3.83310 1.04090 -0.36047
N -1.09597 0.74342 -0.01317
N 0.70823 -0.75757 -0.41007
```

**Net charge**: 0
**Gap between HOMO and LUMO**: 8.31 eV
**Structure (SMILES)**: Cn1cccc/c1=N/C1CC1
**E_HOMO**: -7.6 eV

In elementary charge units, the Löwdin charges are:
1. C -0.01
2. C -0.15
3. C -0.10
4. C -0.05
5. C -0.04
6. C -0.37
7. C -0.34
8. C -0.09
9. C -0.18
10. H 0.14
11. H 0.07
12. H 0.09
13. H 0.14
14. H 0.11
15. H 0.09
16. H 0.17
17. H 0.12
18. H 0.06
19. H 0.11
20. H 0.10
21. H 0.11
22. N -0.07
23. N 0.11

=====

## Q
This record from OMol25 describes the molecule C9H12N2. The level of theory is ωB97M-V with the def2-TZVPD basis set.

The geometry in XYZ format:
```
23
C9H12N2 | OMol25 | ωB97M-V with the def2-TZVPD basis set
C -0.56672 3.61549 0.40135
C -1.68194 2.78544 0.13287
C 0.71476 3.06693 0.47889
C -1.56404 1.37714 -0.13660
C 0.89283 1.71777 0.30435
C -0.24134 0.86557 -0.03167
C -0.09309 -0.55819 -0.22678
C -0.94962 -1.50267 -1.02946
C 1.26203 -3.68480 0.35142
N 1.03733 -1.21023 0.30629
N 1.68009 -2.36685 0.63556
H -0.76519 4.62568 0.47607
H -2.64301 3.18829 0.07876
H 1.57931 3.71345 0.47006
H -2.39711 0.70960 -0.37010
H 1.96681 1.36691 0.05777
H -1.21226 -1.14346 -2.06001
H -1.88781 -1.59192 -0.49574
H -0.44808 -2.37159 -0.97560
H 2.14382 -4.34181 0.32297
H 0.61279 -3.97178 1.27138
H 0.78019 -3.76945 -0.70980
H 1.78025 -0.51951 0.74801
```

**Net charge**: 0
**Gap between HOMO and LUMO (alpha / beta)**: 7.38 / 7.24 eV
**E_HOMO (alpha / beta)**: -7.1 / -6.7 eV

In elementary charge units, the Löwdin charges are:
1. C -0.08
2. C -0.06
3. C -0.11
4. C -0.01
5. C -0.05
6. C -0.19
7. C -0.22
8. C -0.03
9. C -0.20
10. N -0.02
11. N -0.11
12. H 0.07
13. H 0.07
14. H 0.10
15. H 0.11
16. H 0.13
17. H 0.11
18. H 0.08
19. H -0.01
20. H 0.06
21. H 0.10
22. H 0.09
23. H 0.17

=====

Which is most stable? The ranking, best first, is Q, P.

=====

## P
This record from OMol25 describes a cluster of 2 separate species, C2H3O3S in total. The level of theory is ωB97M-V with the def2-TZVPD basis set.

The geometry in XYZ format:
```
9
C2H3O3S | OMol25 | ωB97M-V with the def2-TZVPD basis set
C 2.91048 -0.01394 0.05073
C 0.09596 -0.14043 -0.53956
O 2.86515 -1.03064 0.62538
O 3.25685 1.01542 -0.48355
O -0.44014 -1.26229 0.09594
S -0.82934 1.44901 -0.09463
H -0.38651 -0.20110 -1.57758
H -0.03745 -1.25664 0.95801
H -0.45361 1.71688 1.06326
```

**Net charge**: -1
**Gap between HOMO and LUMO**: 5.64 eV
**E_HOMO**: -1.9 eV

In elementary charge units, the Löwdin charges are:
1. C -0.47
2. C -0.69
3. O 0.12
4. O 0.08
5. O -0.24
6. S 0.49
7. H -0.01
8. H 0.03
9. H -0.31

=====

## Q
This record from OMol25 describes a cluster of 2 separate species, C2H3O3S in total. The level of theory is ωB97M-V with the def2-TZVPD basis set.

The geometry in XYZ format:
```
9
C2H3O3S | OMol25 | ωB97M-V with the def2-TZVPD basis set
C 3.63899 0.40763 0.87248
C 2.51216 0.37633 0.48466
O -3.65610 -1.14823 -0.17069
O -2.08010 0.52726 0.53349
O -1.32772 -1.25122 -1.04367
S -2.41136 -0.44532 -0.45317
H -2.91313 0.45743 -1.35435
H 4.74556 0.61669 0.96171
H 1.49170 0.45943 0.16953
```

**Net charge**: -1
**Gap between HOMO and LUMO**: 8.42 eV
**E_HOMO**: -5.0 eV

In elementary charge units, the Löwdin charges are:
1. C -0.05
2. C -0.01
3. O -0.45
4. O -0.44
5. O -0.45
6. S 0.32
7. H 0.02
8. H 0.04
9. H 0.03

=====

Which is most stable? The ranking, best first, is P, Q.

=====

## P
This record from OMol25 describes the molecule C10H10O2. The level of theory is ωB97M-V with the def2-TZVPD basis set.

The geometry in XYZ format:
```
22
C10H10O2 | OMol25 | ωB97M-V with the def2-TZVPD basis set
C 3.18230 0.20340 -0.49926
C 3.14917 -1.13859 -0.15912
C 2.01961 0.94311 -0.51711
C 1.95544 -1.78693 0.06752
C 0.76824 0.29184 -0.31444
C 0.77142 -1.10406 0.03666
C -1.62839 -1.64056 -0.26248
C -1.91511 -1.59537 -1.57512
C -0.49232 1.09805 -0.11536
C -0.96095 1.23370 1.20787
O -0.52942 -1.52158 0.46620
O -0.36978 2.23228 -0.82011
H 4.11597 0.70308 -0.83719
H 4.04390 -1.78250 -0.07361
H 2.03874 2.07276 -0.77619
H 1.68089 -2.84238 0.29239
H -2.78393 -2.04731 -2.06149
H -1.21452 -1.23863 -2.36340
H -2.53549 -1.97529 0.25864
H -1.57430 2.11324 1.56306
H -0.70144 0.36485 1.86090
H -1.04836 2.91220 -0.73399
```

**Net charge**: 0
**Gap between HOMO and LUMO**: 8.78 eV
**Structure (SMILES)**: C=COc1ccccc1C(=C)O
**E_HOMO**: -8.2 eV

In elementary charge units, the Löwdin charges are:
1. C -0.10
2. C -0.09
3. C -0.02
4. C -0.03
5. C -0.08
6. C -0.17
7. C -0.27
8. C 0.01
9. C -0.33
10. C 0.09
11. O -0.04
12. O 0.01
13. H 0.12
14. H 0.12
15. H 0.15
16. H 0.14
17. H 0.05
18. H 0.06
19. H 0.12
20. H 0.08
21. H 0.08
22. H 0.12

=====

## Q
This record from OMol25 describes the molecule C10H10O2. The level of theory is ωB97M-V with the def2-TZVPD basis set.

The geometry in XYZ format:
```
22
C10H10O2 | OMol25 | ωB97M-V with the def2-TZVPD basis set
C -1.85321 -0.23815 -0.22052
C -2.44195 1.05306 0.00268
C -1.62637 2.19069 0.08624
C -0.28482 2.07775 0.01597
C 0.31714 0.77061 -0.11160
C 1.79713 0.82369 -0.24337
C 2.46832 -0.46551 -0.43620
C 1.73127 -1.50576 0.47375
C 0.13034 -1.71773 0.00768
C -0.43939 -0.34839 -0.23646
H -3.31835 -1.21305 0.40480
H -3.54052 1.32044 -0.05638
H -2.16497 3.24209 0.03935
H 0.45630 2.96862 0.09332
H 2.13467 -0.80949 -1.44032
H 3.49910 -0.40197 -0.17261
H 1.83736 -1.32782 1.45499
H 2.29744 -2.41224 0.15992
H -0.62312 -1.82278 1.10110
H -0.32416 -2.56968 -0.87141
O -2.45486 -1.49554 -0.14070
O 2.40267 1.88116 0.08976
```

**Net charge**: 0
**Gap between HOMO and LUMO**: 8.84 eV
**Structure (SMILES)**: O=C1CCCc2c(O)cccc21
**E_HOMO**: -8.8 eV

In elementary charge units, the Löwdin charges are:
1. C -0.27
2. C -0.03
3. C -0.13
4. C -0.03
5. C -0.12
6. C -0.34
7. C -0.11
8. C -0.12
9. C -0.07
10. C -0.21
11. H 0.18
12. H 0.12
13. H 0.15
14. H 0.15
15. H 0.15
16. H 0.12
17. H 0.06
18. H 0.11
19. H 0.20
20. H 0.19
21. O -0.04
22. O 0.04

=====

Which is most stable? The ranking, best first, is Q, P.